No. 1
Density functional theory data (wB97M-V/def2-TZVPD) for an isolated ion of composition C6H12P and charge +1 in a non-equilibrium geometry.

The net charge is +1. The value obtained for the calculated total energy is -576.8708 Eh. The value obtained for the energy above the lowest of the compared OMol25 structures with the same formula, charge and spin is 110.9 kJ/mol. The HOMO-LUMO gap comes out at 10.82 eV.

Each line ends with the Löwdin charge.
Element x y z (Å)
C1 3.44392 -0.12191 0.00900  0.075
C2 0.86534 1.08082 -0.05052  -0.207
C3 2.17149 0.46520 -0.01972  -0.022
C4 -1.61572 0.50547 -1.45445  -0.167
C5 -0.23425 -1.66379 -0.00041  -0.167
C6 -1.55341 0.53718 1.48389  -0.168
P1 -0.61098 0.10284 -0.00155  0.824
H1 3.93180 -0.37994 -0.91063  0.064
H2 0.79692 2.15458 -0.10044  0.074
H3 3.93129 -0.27905 0.95251  0.065
H4 -1.15988 0.06562 -2.34286  0.070
H5 -1.65167 1.58920 -1.57926  0.069
H6 -2.62852 0.11784 -1.33500  0.069
H7 0.30327 -1.91309 -0.91511  0.070
H8 -1.15650 -2.24354 0.04557  0.072
H9 0.39141 -1.90539 0.85848  0.069
H10 -2.53768 0.07072 1.45733  0.068
H11 -1.66780 1.62124 1.53148  0.070
H12 -1.01902 0.19599 2.37170  0.071

No. 2
Density functional theory data (wB97M-V/def2-TZVPD) for C5H11MgO4Pb as an isolated structure in a non-equilibrium geometry.

The value obtained for the calculated total energy is -890.7901 Eh. The expectation value of S² is 0.75. Its spin multiplicity is 2. The HOMO-LUMO gap (alpha / beta) comes out at 6.25 / 6.56 eV.

Each line ends with the Löwdin charge.
Element x y z (Å)
O1 -0.59625 -1.07074 -1.56080  -0.616
C1 -1.94500 -0.97235 -1.21021  -0.303
C2 -2.25312 0.15635 -0.23328  -0.222
O2 -1.51496 0.16104 0.96759  -0.229
C3 -0.36489 1.03628 1.05332  -0.313
C4 0.40487 0.58589 2.26641  -0.236
O3 1.14698 -0.59985 1.89377  -0.488
C5 1.99510 -1.16723 2.86462  -0.087
Pb1 0.78637 -0.67119 -0.16424  1.193
H1 -2.31364 -1.93354 -0.80558  0.122
H2 -2.56832 -0.80016 -2.10853  0.121
H3 -3.32253 0.13606 0.03060  0.131
H4 -2.02747 1.10754 -0.74931  0.125
H5 -0.67153 2.08583 1.16345  0.101
H6 -0.24135 0.29177 3.11188  0.132
H7 1.13350 1.35188 2.57517  0.130
H8 2.55815 -1.97336 2.38166  0.090
H9 2.70223 -0.41658 3.24932  0.099
H10 1.37780 -1.57549 3.67925  0.100
Mg1 0.72245 -0.57594 -2.97027  0.638
O4 1.20348 0.66387 -1.48628  -0.685
H11 0.77145 1.71459 -1.05262  0.200

No. 3
Density functional theory data (wB97M-V/def2-TZVPD) for a 17-piece molecular cluster, C89H162F24N9O33S8 overall in a non-equilibrium geometry.

The net charge is +1. The value obtained for the calculated total energy is -12045.3911 Eh. The HOMO-LUMO gap comes out at 5.59 eV.

Each line ends with the Löwdin charge.
Element x y z (Å)
C1 -4.33646 4.42710 -1.81532  0.031
C2 -3.75422 5.71827 -1.19584  -0.441
C3 -2.30131 5.57602 -0.85692  -0.125
C4 -1.48297 5.38687 -2.18121  -0.138
C5 -1.45145 6.76338 -2.76494  -0.122
C6 -2.81616 7.14288 -3.33879  -0.434
N1 -3.87003 6.76449 -2.28225  0.056
O1 -4.99781 7.25454 -2.47721  0.182
C7 -3.25030 6.40490 -4.59094  0.007
C8 -3.01210 8.65229 -3.54060  -0.008
C9 -4.49912 6.22384 0.03850  -0.002
H1 -4.50385 3.73079 -0.94056  0.117
H2 -3.71718 4.04830 -2.63679  0.073
H3 -5.26713 4.64424 -2.34413  0.096
H4 -2.13671 4.80689 -0.11859  0.086
H5 -1.97516 6.47519 -0.37619  0.110
H6 -1.96676 4.61031 -2.72793  0.078
H7 -0.52951 4.91131 -1.89114  0.118
H8 -0.73975 6.90293 -3.62217  0.145
H9 -1.20626 7.53894 -1.97986  0.142
H10 -3.14372 5.33359 -4.55619  0.060
H11 -2.66504 6.78288 -5.49198  0.138
H12 -4.27520 6.70353 -4.77620  0.095
H13 -3.90383 8.93970 -4.06608  0.086
H14 -2.15741 8.97327 -4.13180  0.104
H15 -2.91206 9.17659 -2.56818  0.107
H16 -4.27848 5.65916 0.93441  0.075
H17 -5.61450 6.16860 -0.07669  0.108
H18 -4.24303 7.26396 0.31132  0.104
C10 -5.43295 -4.69511 -5.45820  0.016
C11 -4.48531 -5.95716 -5.41079  -0.393
C12 -2.99208 -5.60133 -5.65740  -0.131
C13 -2.09032 -5.99019 -4.47571  -0.136
C14 -2.63567 -5.20739 -3.23900  -0.100
C15 -3.83144 -6.03540 -2.77968  -0.364
N2 -4.72386 -6.48051 -3.96840  -0.013
O2 -5.65088 -7.19237 -3.77452  0.200
C16 -4.91023 -5.24321 -1.93860  -0.002
C17 -3.35536 -7.39419 -2.09661  0.031
C18 -4.95454 -7.08156 -6.34459  -0.023
H19 -5.12540 -3.94823 -4.67994  0.072
H20 -6.45503 -5.03871 -5.35692  0.090
H21 -5.25906 -4.06162 -6.40586  0.126
H22 -2.95977 -4.54485 -5.83035  0.080
H23 -2.67259 -6.02917 -6.65114  0.137
H24 -1.04750 -5.64354 -4.64245  0.117
H25 -2.12004 -7.08316 -4.32766  0.110
H26 -2.85161 -4.18065 -3.62687  0.120
H27 -2.01163 -5.11006 -2.35846  0.128
H28 -4.47324 -4.86569 -1.01082  0.084
H29 -5.72875 -5.96024 -1.75221  0.099
H30 -5.23034 -4.33724 -2.43340  0.079
H31 -2.53815 -7.82790 -2.60001  0.054
H32 -4.18695 -8.11381 -2.19090  0.095
H33 -3.08103 -7.19967 -1.05512  0.106
H34 -4.90372 -6.81071 -7.43716  0.120
H35 -6.03723 -7.27011 -6.08157  0.103
H36 -4.34844 -7.95526 -6.24586  0.080
C19 5.60400 5.40580 2.28029  -0.007
C20 4.15892 5.81363 2.57213  -0.410
C21 3.65841 7.07243 1.84783  -0.072
C22 2.08108 7.27594 2.08321  -0.140
C23 1.37259 6.11388 1.41775  -0.132
C24 1.67911 4.78244 2.12540  -0.424
N3 3.17034 4.70124 2.41613  0.030
O3 3.53726 3.60053 2.77502  0.181
C25 1.25948 3.59945 1.28887  -0.002
C26 0.90566 4.72155 3.41622  -0.011
C27 4.21849 6.00966 4.17066  0.017
H37 5.73332 4.27649 2.41695  0.100
H38 6.28675 6.00023 2.90692  0.104
H39 5.77616 5.60069 1.22291  0.085
H40 3.73354 6.94269 0.76903  0.103
H41 4.11482 8.00570 2.16438  0.125
H42 1.74701 8.19806 1.59949  0.117
H43 1.77548 7.34349 3.13754  0.103
H44 1.68219 6.00121 0.35667  0.125
H45 0.28830 6.30435 1.38517  0.132
H46 0.20314 3.40861 1.35405  0.068
H47 1.72448 2.64896 1.54118  0.082
H48 1.57560 3.73095 0.23453  0.077
H49 1.26666 3.86616 4.04804  0.084
H50 -0.19637 4.73157 3.36945  0.102
H51 1.05660 5.58706 4.10453  0.086
H52 4.79305 5.14787 4.51639  0.087
H53 3.19582 6.03422 4.55095  0.063
H54 4.69630 6.94232 4.49838  0.104
C28 -1.46725 -2.09803 -5.52407  -0.021
C29 -0.62789 -1.83451 -6.72744  -0.389
C30 0.61381 -0.94361 -6.36955  -0.121
C31 1.52935 -0.79152 -7.50525  -0.146
C32 2.14654 -2.16874 -7.76833  -0.119
C33 1.14115 -3.24785 -8.14985  -0.408
N4 -0.06918 -3.14322 -7.23322  0.002
O4 -0.69023 -4.11997 -7.05465  0.196
C34 1.72088 -4.63422 -7.92124  -0.005
C35 0.64224 -3.09884 -9.65365  0.030
C36 -1.51657 -1.27414 -7.85999  0.020
H55 -1.11607 -2.93755 -5.00303  0.055
H56 -2.54043 -2.10465 -5.75214  0.074
H57 -1.28226 -1.20456 -4.93841  0.091
H58 1.08418 -1.54062 -5.60054  0.097
H59 0.26398 0.05193 -5.98565  0.120
H60 2.32656 -0.14013 -7.17141  0.123
H61 1.04542 -0.43610 -8.44450  0.131
H62 2.80800 -2.61019 -7.05949  0.100
H63 2.74275 -2.14054 -8.68866  0.131
H64 1.16412 -5.41796 -8.41758  0.094
H65 1.81986 -4.78870 -6.88454  0.052
H66 2.76380 -4.54859 -8.27814  0.119
H67 1.42681 -3.35195 -10.31793  0.083
H68 0.15661 -2.17277 -9.90588  0.071
H69 -0.12182 -3.89429 -9.80356  0.101
H70 -2.19993 -0.50183 -7.48571  0.097
H71 -2.21278 -2.01043 -8.29627  0.108
H72 -0.96342 -0.73625 -8.64368  0.081
C37 1.19675 -0.23081 1.70604  -0.007
C38 0.17925 -1.11147 0.95240  -0.378
C39 -1.11878 -1.19967 1.79613  -0.076
C40 -2.34620 -1.60197 0.91065  -0.119
C41 -2.45126 -0.61437 -0.26040  -0.102
C42 -1.29130 -0.58566 -1.29625  -0.363
N5 0.00900 -0.47772 -0.44164  0.040
O5 0.92767 0.04782 -0.92703  0.225
C43 -1.42571 0.54027 -2.28880  0.013
C44 -1.03465 -1.88900 -2.09824  0.018
C45 0.75438 -2.52818 0.75773  0.016
H73 1.54882 -0.74333 2.59561  0.088
H74 0.89007 0.72985 2.01667  0.052
H75 2.14452 -0.15505 1.16160  0.082
H76 -1.37319 -0.23243 2.14048  0.081
H77 -0.79210 -1.85207 2.57351  0.117
H78 -3.31407 -1.51324 1.44992  0.123
H79 -2.21707 -2.57154 0.49836  0.087
H80 -2.55414 0.39078 0.15574  0.102
H81 -3.29688 -0.87461 -0.86955  0.092
H82 -1.57403 1.50269 -1.82690  0.092
H83 -2.30507 0.26353 -2.86865  0.071
H84 -0.64784 0.59557 -3.00485  0.082
H85 -1.97629 -2.07253 -2.57789  0.061
H86 -0.85956 -2.68236 -1.35463  0.083
H87 -0.22443 -1.66900 -2.70687  0.052
H88 1.59017 -2.78615 0.08972  0.096
H89 -0.06429 -3.08813 0.40462  0.052
H90 1.02880 -2.82561 1.77842  0.109
C46 4.25931 0.23883 -4.06381  0.027
C47 5.70237 -0.35004 -3.89832  -0.416
C48 6.57783 0.70041 -3.11223  -0.106
C49 6.35269 0.84352 -1.62270  -0.162
C50 6.54749 -0.55795 -0.97385  -0.053
C51 5.42334 -1.51205 -1.57678  -0.403
N6 5.63765 -1.58036 -3.06598  0.049
O6 6.23296 -2.59855 -3.50050  0.170
C52 4.04770 -0.95366 -1.21957  -0.012
C53 5.52075 -2.85459 -0.94454  -0.023
C54 6.43294 -0.68829 -5.17403  -0.015
H91 3.55288 -0.57892 -3.95831  0.055
H92 4.17296 0.61970 -5.10311  0.107
H93 3.97582 1.13051 -3.43829  0.093
H94 6.33288 1.58072 -3.68464  0.126
H95 7.65151 0.56959 -3.34719  0.136
H96 5.39903 1.31253 -1.36172  0.098
H97 7.20002 1.47097 -1.31985  0.132
H98 6.40738 -0.44285 0.06290  0.090
H99 7.59640 -0.91171 -1.24185  0.155
H100 3.85824 0.08527 -1.25144  0.064
H101 3.89890 -1.29880 -0.19827  0.083
H102 3.21233 -1.44009 -1.72078  0.064
H103 4.84650 -3.61489 -1.26240  0.072
H104 5.45571 -2.78519 0.18845  0.131
H105 6.48917 -3.25433 -1.10656  0.077
H106 6.51941 0.24888 -5.70263  0.104
H107 5.85134 -1.31012 -5.86597  0.104
H108 7.35720 -1.14266 -4.90133  0.083
C55 -5.86915 -0.99846 -0.52956  -0.014
C56 -7.33004 -0.52548 -0.44335  -0.381
C57 -8.16760 -1.32147 -1.38577  -0.099
C58 -9.70319 -1.24192 -1.10238  -0.119
C59 -9.96829 -1.49162 0.39991  -0.114
C60 -9.28241 -0.58729 1.37893  -0.419
N7 -7.75431 -0.53922 1.02627  -0.060
O7 -7.06960 -0.15790 1.82353  0.218
C61 -9.30124 -1.26913 2.77770  -0.012
C62 -9.71523 0.90937 1.44642  0.004
C63 -7.25286 1.05459 -0.67481  0.034
H109 -5.67716 -0.74736 -1.60490  0.077
H110 -5.60901 -2.06177 -0.35187  0.096
H111 -5.22781 -0.36024 0.06075  0.065
H112 -7.83858 -2.35643 -1.19303  0.112
H113 -7.87871 -1.06834 -2.42848  0.121
H114 -10.30509 -1.81592 -1.72263  0.091
H115 -10.03093 -0.26150 -1.40464  0.098
H116 -9.42625 -2.41926 0.57314  0.105
H117 -10.99550 -1.74154 0.70390  0.145
H118 -8.84737 -2.27715 2.65136  0.080
H119 -10.29459 -1.22939 3.17508  0.086
H120 -8.76752 -0.68880 3.53121  0.090
H121 -9.68788 1.25803 0.39803  0.062
H122 -9.12381 1.58476 2.17093  0.124
H123 -10.79118 0.82287 1.80837  0.118
H124 -8.22378 1.50646 -0.92604  0.081
H125 -6.76329 1.29172 -1.60061  0.085
H126 -6.84006 1.51309 0.21974  0.079
C64 2.40701 3.45243 7.46619  0.001
C65 1.70940 2.32282 8.21669  -0.420
C66 0.28606 2.42665 8.56165  -0.150
C67 -0.74358 2.27150 7.44017  -0.145
C68 -0.63416 0.88038 6.94553  -0.176
C69 0.69548 0.52701 6.39540  -0.397
N8 1.82170 1.00883 7.35270  0.075
O8 2.96169 0.50943 7.22746  0.160
C70 0.93898 1.24964 5.01355  0.017
C71 0.77989 -1.00214 6.10862  0.010
C72 2.56475 2.05124 9.50600  0.004
H127 3.26398 3.03702 6.88811  0.108
H128 2.80488 4.19827 8.19173  0.111
H129 1.79059 3.97185 6.80313  0.049
H130 0.18926 3.42533 9.07689  0.156
H131 0.12803 1.74530 9.38587  0.111
H132 -0.50316 2.93950 6.61934  0.105
H133 -1.75249 2.48051 7.82632  0.136
H134 -1.38729 0.59652 6.22799  0.133
H135 -0.86330 0.27038 7.86699  0.141
H136 0.05126 1.03318 4.54616  0.054
H137 1.85596 0.98100 4.45472  0.067
H138 0.96992 2.30485 5.21394  0.046
H139 -0.08693 -1.20439 5.44737  0.102
H140 0.83552 -1.51078 7.08054  0.052
H141 1.74171 -1.27107 5.54197  0.107
H142 2.20993 1.22668 10.15178  0.080
H143 2.55407 2.98653 10.03233  0.089
H144 3.54637 1.74075 9.22307  0.079
C73 8.15105 -0.93756 6.35402  -0.019
C74 8.08569 -2.29646 5.61328  -0.391
C75 8.79066 -3.51760 6.29471  -0.127
C76 8.15938 -4.01858 7.55078  -0.189
C77 6.64256 -4.33632 7.40763  -0.097
C78 5.81941 -3.16555 6.78713  -0.400
N9 6.66335 -2.81695 5.41989  -0.051
O9 6.28389 -3.18250 4.43529  0.236
C79 5.68218 -1.97453 7.75177  0.012
C80 4.52351 -3.66339 6.32906  -0.038
C81 8.72229 -2.10439 4.22153  -0.020
H145 9.02827 -0.48332 5.94415  0.073
H146 8.31172 -0.83491 7.45512  0.105
H147 7.42475 -0.17498 5.98614  0.090
H148 9.86395 -3.29093 6.45181  0.147
H149 8.69292 -4.23472 5.48620  0.119
H150 8.22856 -3.25754 8.34730  0.110
H151 8.76689 -4.88524 7.89229  0.132
H152 6.27321 -4.46187 8.45798  0.150
H153 6.55815 -5.24327 6.68887  0.154
H154 5.65560 -1.08367 7.10309  0.080
H155 6.62904 -1.94726 8.31886  0.073
H156 4.81043 -2.13508 8.40331  0.092
H157 4.41726 -4.58798 5.80262  0.090
H158 4.02698 -2.91291 5.67732  0.110
H159 3.92793 -3.66866 7.22678  0.088
H160 8.21370 -1.31324 3.71152  0.061
H161 8.73427 -2.97989 3.58138  0.090
H162 9.76563 -1.77025 4.27227  0.108
C82 0.27148 -2.76563 10.12241  -0.652
F1 0.72401 -3.53693 11.10480  0.135
F2 -0.01535 -3.51968 9.04510  0.113
F3 -0.87411 -2.17161 10.51489  0.119
S1 1.55829 -1.52096 9.68311  0.505
O10 0.71209 -0.45611 9.18042  -0.326
O11 2.18050 -1.25747 10.95567  -0.282
O12 2.30557 -2.16282 8.59816  -0.331
C83 2.80247 3.83783 -2.42036  -0.664
F4 3.37030 3.73157 -3.66317  0.096
F5 1.72616 4.58544 -2.42825  0.144
F6 2.47835 2.62811 -1.97225  0.117
S2 4.13944 4.62410 -1.41271  0.452
O13 3.78971 4.34487 -0.04390  -0.309
O14 5.34366 3.97701 -1.91398  -0.308
O15 4.04780 6.00651 -1.75441  -0.292
C84 -4.21490 2.17977 2.56017  -0.661
F7 -4.34767 2.29996 3.86933  0.141
F8 -4.22952 0.86491 2.28075  0.101
F9 -5.34340 2.68644 2.06111  0.119
S3 -2.60709 2.93987 1.95049  0.427
O16 -1.57766 2.15165 2.59864  -0.315
O17 -2.65971 2.76345 0.53056  -0.317
O18 -2.78357 4.27682 2.44716  -0.305
C85 -1.15080 4.14366 -5.87980  -0.578
F10 -2.20861 3.56735 -5.21552  0.058
F11 -1.68405 4.90852 -6.86767  0.101
F12 -0.50437 4.96418 -4.98650  0.073
S4 0.09048 2.94362 -6.54072  0.428
O19 0.70144 2.41795 -5.35956  -0.317
O20 -0.75836 1.98802 -7.24512  -0.329
O21 0.80158 3.89343 -7.34439  -0.288
C86 -4.30176 0.80841 -4.84062  -0.663
F13 -4.34317 1.56083 -3.72405  0.100
F14 -5.15287 1.33587 -5.72373  0.132
F15 -3.09165 0.82641 -5.35270  0.144
S5 -4.90823 -0.94810 -4.40568  0.488
O22 -4.78522 -1.58829 -5.70541  -0.325
O23 -3.91321 -1.39285 -3.40788  -0.349
O24 -6.18889 -0.64818 -3.86376  -0.296
C87 2.86722 -5.14657 -3.53764  -0.692
F16 1.86085 -5.84408 -2.90210  0.077
F17 3.87158 -5.10161 -2.68584  0.142
F18 3.16944 -5.87073 -4.57650  0.174
S6 2.23347 -3.49423 -3.88459  0.464
O25 1.19099 -3.72876 -4.82750  -0.282
O26 1.82499 -3.01785 -2.60138  -0.292
O27 3.45810 -2.84925 -4.39761  -0.313
C88 6.14581 1.12634 2.95086  -0.694
F19 5.82005 1.60147 1.74250  0.122
F20 7.32415 0.58377 2.80335  0.154
F21 6.28506 2.23384 3.71723  0.098
S7 4.90202 0.04897 3.64892  0.445
O28 3.90450 0.86788 4.25002  -0.284
O29 4.62286 -0.70334 2.49530  -0.273
O30 5.70662 -0.68170 4.64350  -0.315
C89 -5.63746 -4.98838 2.02160  -0.662
F22 -5.53640 -6.31407 1.87188  0.124
F23 -5.55949 -4.69786 3.31056  0.144
F24 -4.49423 -4.48720 1.49605  0.079
S8 -7.10500 -4.29190 1.15731  0.498
O31 -7.18124 -2.97553 1.72541  -0.306
O32 -6.68309 -4.29998 -0.24763  -0.346
O33 -8.13747 -5.25197 1.50243  -0.286

Q: Number 3 is which compound?
A: C89H162F24N9O33S8

Q: Among the records above, which one has the lowest calculated total energy?
A: C89H162F24N9O33S8

Q: Number 1 is which compound?
A: C6H12P